Entry 1:
A molecular structure, C32H80AsCl12F6NO25S8 in a non-equilibrium geometry, computed with the ωB97M-V functional and the def2-TZVPD basis.

HOMO energy = -10.48 eV
DFT total energy = -401252.9661 eV
HOMO-LUMO gap = 10.62 eV

Last column: Löwdin charge in e.
Cartesian coordinates (Å):
1 C -2.42 -5.80 0.16  -0.024
2 C -2.16 -5.10 1.49  -0.311
3 C -1.79 -6.01 2.67  -0.160
4 O -2.06 -5.30 3.88  -0.173
5 C -1.46 -5.92 4.97  -0.132
6 N -1.04 -4.13 1.17  0.244
7 H -0.26 -4.70 0.90  0.069
8 H -1.19 -3.52 0.43  0.081
9 H -0.79 -3.72 2.11  0.141
10 H -2.54 -5.08 -0.64  0.090
11 H -3.22 -6.53 0.22  0.094
12 H -1.57 -6.40 -0.02  0.060
13 H -3.08 -4.59 1.79  0.107
14 H -0.72 -6.31 2.61  0.146
15 H -2.32 -6.98 2.58  0.143
16 H -1.89 -5.49 5.87  0.091
17 H -0.36 -5.75 5.02  0.101
18 H -1.56 -7.01 5.02  0.091
19 As -0.15 -0.10 -0.36  0.786
20 F -1.02 -1.60 -0.25  -0.268
21 F -1.23 0.40 -1.71  -0.268
22 F 0.68 1.40 -0.44  -0.220
23 F 0.96 -0.65 0.89  -0.248
24 F 0.91 -0.68 -1.67  -0.259
25 F -1.22 0.55 0.81  -0.236
26 C -0.20 -0.79 -9.33  -1.601
27 Cl -1.68 -1.49 -9.78  0.580
28 Cl -0.38 0.95 -9.32  0.515
29 Cl 1.20 -1.15 -10.41  0.488
30 H 0.01 -1.08 -8.33  -0.060
31 C -0.59 -1.02 -5.10  -1.553
32 Cl 0.99 -0.55 -5.66  0.615
33 Cl -0.70 -2.76 -4.99  0.575
34 Cl -1.88 -0.41 -6.12  0.571
35 H -0.68 -0.58 -4.13  -0.011
36 C -2.61 4.95 -4.77  -1.460
37 Cl -2.18 3.27 -5.31  0.511
38 Cl -4.27 5.04 -4.23  0.597
39 Cl -2.19 6.03 -6.18  0.494
40 H -1.95 5.24 -3.94  -0.008
41 C -5.05 -1.83 0.98  -1.468
42 Cl -3.64 -1.94 1.91  0.666
43 Cl -6.45 -2.77 1.66  0.515
44 Cl -4.76 -2.47 -0.70  0.514
45 H -5.40 -0.82 0.93  -0.019
46 O 1.43 6.30 4.64  -0.245
47 S 0.62 5.16 4.50  0.582
48 O 0.36 4.67 3.17  -0.293
49 O 1.45 4.02 5.31  -0.266
50 C 1.21 2.60 5.04  -0.224
51 C 2.38 1.82 5.69  -0.045
52 C -0.82 5.17 5.47  -0.104
53 H 1.19 2.45 3.99  0.062
54 H 0.29 2.31 5.61  0.129
55 H 2.17 0.71 5.62  0.063
56 H 2.43 2.04 6.73  0.067
57 H 3.28 2.03 5.13  0.079
58 H -1.20 4.15 5.48  0.043
59 H -1.52 5.83 5.04  0.072
60 H -0.44 5.56 6.37  0.068
61 O 4.09 -2.55 -2.97  -0.278
62 S 4.51 -1.32 -3.57  0.606
63 O 5.91 -0.90 -3.42  -0.289
64 O 4.19 -1.48 -5.12  -0.302
65 C 5.23 -1.37 -6.13  -0.215
66 C 5.44 -2.82 -6.67  -0.056
67 C 3.52 0.01 -3.19  -0.150
68 H 6.18 -1.10 -5.63  0.109
69 H 4.90 -0.61 -6.86  0.126
70 H 6.11 -2.83 -7.56  0.089
71 H 4.51 -3.28 -6.85  0.049
72 H 5.95 -3.36 -5.86  0.084
73 H 3.68 0.25 -2.18  0.057
74 H 2.51 -0.31 -3.33  0.026
75 H 3.84 0.89 -3.64  0.062
76 O 0.55 6.11 -1.99  -0.261
77 S 0.21 4.80 -1.52  0.588
78 O -1.03 4.20 -1.92  -0.311
79 O 1.41 3.77 -1.80  -0.279
80 C 1.28 3.03 -3.08  -0.203
81 C 1.49 3.89 -4.34  -0.039
82 C 0.23 4.78 0.25  -0.113
83 H 0.30 2.58 -3.05  0.095
84 H 2.02 2.31 -2.95  0.069
85 H 2.51 4.30 -4.42  0.090
86 H 0.70 4.67 -4.26  0.067
87 H 1.34 3.35 -5.26  0.065
88 H 1.26 4.74 0.55  0.052
89 H -0.10 3.87 0.67  0.045
90 H -0.13 5.69 0.69  0.076
91 O 0.78 -3.95 -1.47  -0.290
92 S 1.58 -5.00 -0.90  0.583
93 O 0.89 -5.90 0.00  -0.304
94 O 2.09 -5.95 -2.07  -0.266
95 C 2.58 -5.30 -3.36  -0.176
96 C 2.49 -6.46 -4.37  -0.048
97 C 2.98 -4.16 -0.27  -0.099
98 H 3.59 -4.97 -3.19  0.098
99 H 1.87 -4.56 -3.66  0.090
100 H 2.53 -6.03 -5.37  0.084
101 H 1.59 -7.01 -4.06  0.087
102 H 3.25 -7.17 -4.15  0.065
103 H 3.62 -4.88 0.28  0.091
104 H 2.60 -3.45 0.49  0.081
105 H 3.50 -3.67 -1.10  0.053
106 O 2.04 -1.17 4.06  -0.260
107 S 1.06 -2.22 4.05  0.560
108 O 1.29 -3.37 3.23  -0.284
109 O 0.86 -2.89 5.51  -0.278
110 C 0.78 -2.03 6.71  -0.226
111 C 2.07 -2.20 7.54  -0.056
112 C -0.49 -1.53 3.81  -0.134
113 H -0.12 -2.35 7.33  0.149
114 H 0.69 -1.02 6.38  0.074
115 H 2.92 -2.06 6.90  0.067
116 H 2.03 -3.26 7.89  0.095
117 H 2.11 -1.48 8.34  0.071
118 H -1.27 -2.33 3.75  0.083
119 H -0.28 -0.92 2.93  0.062
120 H -0.74 -0.89 4.60  0.039
121 O 6.20 4.07 -0.29  -0.288
122 S 4.88 3.89 -0.83  0.548
123 O 4.80 3.01 -1.91  -0.256
124 O 3.86 3.62 0.36  -0.281
125 C 3.69 2.29 0.94  -0.197
126 C 2.52 2.32 1.93  -0.057
127 C 4.25 5.50 -1.27  -0.096
128 H 4.62 2.12 1.46  0.120
129 H 3.53 1.60 0.07  0.123
130 H 2.78 3.18 2.57  0.089
131 H 2.64 1.45 2.56  0.073
132 H 1.55 2.48 1.51  0.049
133 H 4.93 5.99 -1.94  0.075
134 H 4.11 6.05 -0.32  0.091
135 H 3.33 5.23 -1.75  0.029
136 O -3.03 2.81 5.53  -0.270
137 S -3.34 1.93 4.49  0.571
138 O -2.81 0.58 4.52  -0.301
139 O -4.90 1.88 4.40  -0.249
140 C -5.49 0.81 3.56  -0.241
141 C -5.86 -0.31 4.45  -0.075
142 C -2.81 2.75 2.95  -0.060
143 H -4.72 0.58 2.80  0.071
144 H -6.32 1.36 3.03  0.149
145 H -5.00 -0.59 5.07  0.084
146 H -6.16 -1.17 3.83  0.037
147 H -6.65 -0.04 5.13  0.083
148 H -3.54 2.65 2.16  0.034
149 H -1.92 2.29 2.62  0.047
150 H -2.56 3.72 3.25  0.040
151 O -6.20 3.33 -0.20  -0.261
152 S -4.97 2.67 -0.50  0.526
153 O -4.58 1.53 0.28  -0.291
154 O -5.08 2.21 -1.98  -0.245
155 C -3.92 1.58 -2.62  -0.297
156 C -4.35 0.83 -3.73  -0.108
157 C -3.70 3.81 -0.54  -0.146
158 H -3.58 0.89 -1.87  0.094
159 H -3.19 2.38 -2.78  0.086
160 H -5.20 0.11 -3.58  0.119
161 H -3.56 0.18 -4.03  0.028
162 H -4.55 1.43 -4.66  0.088
163 H -3.50 4.16 0.45  0.058
164 H -3.85 4.67 -1.20  0.077
165 H -2.73 3.37 -0.81  0.062

***

Entry 2:
A molecular structure, C18H41AsCrN2O4S4Si in a non-equilibrium geometry, computed with the ωB97M-V functional and the def2-TZVPD basis.

HOMO energy (alpha / beta) = -0.94 / -0.91 eV
2S+1 = 5
DFT total energy = -170989.2375 eV
charge = -2
⟨S²⟩ = 6.07
ΔE to the lowest compared entry with this formula, charge and spin = 2.405 eV
HOMO-LUMO gap (alpha / beta) = 5.03 / 4.99 eV

Last column: Löwdin charge in e.
Cartesian coordinates (Å):
1 Cr 0.96 0.89 -2.13  -0.232
2 S 0.83 2.41 -5.84  -0.229
3 As 1.36 0.80 -4.54  -0.300
4 S 3.11 1.23 -1.93  -0.067
5 S -0.47 -0.16 -3.68  0.000
6 S 2.39 -0.56 -5.78  -0.266
7 C -1.78 3.62 1.42  -0.062
8 C -0.66 4.34 0.66  -0.215
9 N -0.93 4.53 -0.74  -0.099
10 C -1.61 5.74 -1.13  -0.231
11 C -3.14 5.65 -1.14  -0.080
12 C -0.66 3.52 -1.68  -0.337
13 C -0.85 3.83 -3.13  -0.044
14 N -0.21 2.34 -1.35  0.038
15 H -1.56 3.60 2.48  0.069
16 H -1.88 2.59 1.07  0.071
17 H -2.72 4.13 1.26  0.053
18 H 0.28 3.78 0.78  0.126
19 H -0.51 5.33 1.11  0.111
20 H -1.27 6.03 -2.12  0.104
21 H -1.31 6.53 -0.43  0.111
22 H -3.48 4.74 -1.63  0.075
23 H -3.54 6.51 -1.68  0.066
24 H -3.55 5.67 -0.13  0.052
25 H -0.10 4.52 -3.51  0.086
26 H -1.84 4.25 -3.33  0.077
27 H -0.76 2.91 -3.70  -0.009
28 H -0.21 2.15 -0.35  0.051
29 C 2.59 -0.65 2.95  -0.024
30 C 1.21 -1.23 3.24  -0.662
31 C 0.58 -0.50 4.45  -0.039
32 C 1.31 -2.72 3.56  -0.024
33 O 0.35 -1.03 2.16  -0.108
34 Si 0.59 -1.40 0.56  0.020
35 O 0.56 -0.09 -0.28  -0.336
36 O -0.56 -2.54 0.17  -0.102
37 C -1.95 -2.44 0.18  -0.657
38 C -2.49 -3.71 -0.49  -0.033
39 C -2.43 -1.21 -0.59  -0.034
40 C -2.43 -2.37 1.64  -0.033
41 O 1.96 -2.33 0.51  -0.124
42 C 2.41 -3.14 -0.55  -0.637
43 C 1.86 -4.56 -0.33  -0.031
44 C 1.96 -2.62 -1.91  -0.043
45 C 3.94 -3.16 -0.49  -0.030
46 H 3.26 -0.76 3.80  0.078
47 H 2.50 0.41 2.70  0.090
48 H 3.00 -1.16 2.09  0.071
49 H 1.22 -0.63 5.32  0.073
50 H -0.40 -0.91 4.66  0.074
51 H 0.47 0.55 4.23  0.076
52 H 1.97 -2.90 4.41  0.076
53 H 1.70 -3.23 2.68  0.069
54 H 0.32 -3.12 3.78  0.080
55 H -2.14 -3.76 -1.52  0.085
56 H -3.58 -3.72 -0.48  0.074
57 H -2.13 -4.59 0.04  0.075
58 H -2.08 -1.26 -1.62  0.041
59 H -1.99 -0.32 -0.13  0.070
60 H -3.52 -1.14 -0.58  0.080
61 H -2.22 -3.31 2.15  0.079
62 H -3.50 -2.17 1.69  0.075
63 H -1.88 -1.58 2.13  0.065
64 H 0.78 -4.50 -0.25  0.066
65 H 2.25 -4.98 0.60  0.074
66 H 2.14 -5.22 -1.16  0.078
67 H 0.88 -2.66 -1.98  0.070
68 H 2.40 -3.20 -2.72  0.094
69 H 2.28 -1.57 -2.01  0.032
70 H 4.28 -3.47 0.50  0.073
71 H 4.33 -2.16 -0.69  0.084
72 H 4.33 -3.85 -1.23  0.077

***

Entry 3:
A single C7H7N3O3S molecule in a non-equilibrium geometry, computed with the ωB97M-V functional and the def2-TZVPD basis.

HOMO energy = -8.33 eV
DFT total energy = -28813.6940 eV
ΔE to the lowest compared entry with this formula, charge and spin = 1.229 eV
structure (SMILES) = NS[C@]1([N+](=O)[O-])C=CC=C2OCN=C21
HOMO-LUMO gap = 7.86 eV

Last column: Löwdin charge in e.
Cartesian coordinates (Å):
1 N -1.47 2.21 0.72  -0.319
2 S -1.68 0.69 1.42  0.911
3 C -1.21 -0.42 0.15  -0.516
4 N -2.04 -0.27 -1.06  -0.424
5 O -1.62 -0.57 -2.10  0.146
6 O -3.18 0.17 -0.81  0.017
7 C -0.98 -1.88 0.46  -0.067
8 C 0.26 -2.41 0.74  -0.063
9 C 1.55 -1.76 0.58  0.010
10 C 1.54 -0.48 0.06  -0.215
11 O 2.70 0.23 -0.27  -0.032
12 C 2.28 1.52 -0.82  -0.157
13 N 0.86 1.49 -0.73  0.118
14 C 0.45 0.37 -0.27  -0.119
15 H -2.45 2.39 0.38  0.047
16 H -1.29 2.99 1.39  0.063
17 H -1.96 -2.36 0.46  0.116
18 H 0.25 -3.41 1.02  0.084
19 H 2.50 -2.29 0.67  0.120
20 H 2.61 1.60 -1.85  0.129
21 H 2.89 2.19 -0.14  0.151

***

Entry 4:
A molecular structure, C4H3NO in a non-equilibrium geometry, computed with the ωB97M-V functional and the def2-TZVPD basis.

HOMO energy (alpha / beta) = -8.51 / -8.51 eV
DFT total energy = -7727.0451 eV
ΔE to the lowest compared entry with this formula, charge and spin = 5.699 eV
HOMO-LUMO gap (alpha / beta) = 7.42 / 7.42 eV

Last column: Löwdin charge in e.
Cartesian coordinates (Å):
1 C -2.30 -0.80 0.00  -0.108
2 C -2.03 0.48 -0.11  -0.250
3 C 0.01 -0.34 0.19  -0.147
4 C 1.40 0.01 -0.03  -0.026
5 N -0.92 -1.09 0.14  0.098
6 O -1.20 1.32 0.04  0.066
7 H 1.95 -0.87 0.36  0.107
8 H 1.55 1.07 0.54  0.152
9 H 1.53 0.22 -1.13  0.108

***

Entry 5:
A molecular structure, C49H56Cl3FN5O13P2RbS in a non-equilibrium geometry, computed with the ωB97M-V functional and the def2-TZVPD basis.

HOMO energy (alpha / beta) = -1.06 / -1.06 eV
DFT total energy = -156136.9669 eV
charge = -2
HOMO-LUMO gap (alpha / beta) = 4.18 / 4.18 eV

Last column: Löwdin charge in e.
Cartesian coordinates (Å):
1 Rb 1.49 -1.52 0.45  0.669
2 C -0.68 7.45 -1.29  -0.434
3 S -1.68 6.43 -2.38  0.771
4 C -2.46 5.33 -1.13  -0.470
5 C -1.49 4.43 -0.34  -0.255
6 C -1.01 3.23 -1.14  -0.258
7 N 0.00 2.40 -0.45  -0.480
8 P 0.01 1.93 1.19  0.998
9 C 0.67 3.39 2.06  -0.345
10 C 2.06 3.43 1.94  -0.114
11 C 2.75 4.55 2.36  -0.082
12 C 2.12 5.61 3.00  -0.096
13 C 0.73 5.54 3.19  -0.111
14 C 0.06 4.44 2.71  -0.137
15 C -1.73 1.87 1.71  -0.381
16 C -2.64 1.40 0.79  -0.116
17 C -3.94 1.11 1.16  -0.057
18 C -4.35 1.33 2.48  -0.082
19 C -3.45 1.82 3.43  -0.078
20 C -2.13 2.09 3.03  -0.107
21 P 1.42 1.85 -1.24  1.031
22 C 2.39 3.40 -1.67  -0.329
23 C 3.77 3.17 -1.91  -0.081
24 C 4.61 4.26 -2.19  -0.077
25 C 4.09 5.55 -2.21  -0.098
26 C 2.73 5.79 -2.00  -0.085
27 C 1.89 4.71 -1.75  -0.087
28 C 0.82 1.32 -2.94  -0.307
29 C 0.23 0.16 -2.94  -0.087
30 C -0.18 -0.55 -4.17  -0.230
31 C 0.15 0.09 -5.52  -0.215
32 C 0.80 1.42 -5.38  -0.010
33 C 1.11 1.95 -4.21  -0.063
34 H -0.24 8.29 -1.86  0.042
35 H 0.15 6.88 -0.85  0.012
36 H -1.26 7.77 -0.45  0.018
37 H -3.24 4.71 -1.61  0.088
38 H -2.94 6.07 -0.42  0.079
39 H -2.06 4.17 0.56  0.103
40 H -0.66 5.02 0.03  0.081
41 H -0.55 3.51 -2.07  0.086
42 H -1.87 2.55 -1.42  0.108
43 H 2.66 2.64 1.49  0.076
44 H 3.84 4.54 2.21  0.116
45 H 2.73 6.46 3.42  0.110
46 H 0.15 6.35 3.67  0.105
47 H -1.02 4.51 2.90  0.099
48 H -2.31 1.19 -0.22  0.087
49 H -4.66 0.72 0.47  0.089
50 H -5.29 0.98 2.82  0.080
51 H -3.80 2.02 4.43  0.094
52 H -1.43 2.45 3.76  0.089
53 H 4.20 2.16 -1.76  0.090
54 H 5.65 4.01 -2.37  0.104
55 H 4.75 6.36 -2.40  0.078
56 H 2.34 6.80 -2.05  0.088
57 H 0.82 4.92 -1.65  0.057
58 H -0.02 -0.47 -2.06  0.085
59 H -1.26 -0.86 -4.10  0.161
60 H -0.65 0.13 -6.24  0.149
61 H 1.04 1.98 -6.29  0.114
62 H 1.62 2.93 -4.22  0.106
63 O 4.75 1.76 1.60  -0.123
64 H 4.90 1.64 0.64  0.008
65 H 4.41 0.87 1.83  -0.029
66 O -3.08 0.96 -3.22  -0.049
67 H -3.42 0.49 -2.48  -0.035
68 H -2.18 0.63 -3.34  0.002
69 O 4.26 0.05 -0.65  -0.148
70 H 4.33 -0.36 0.23  -0.027
71 H 4.84 -0.52 -1.19  0.054
72 O -0.77 -1.48 2.36  -0.156
73 H -1.24 -0.76 2.77  0.002
74 H -1.41 -1.71 1.69  0.000
75 F 3.73 -0.64 1.83  -0.661
76 Cl -0.22 -0.52 5.44  0.558
77 C 1.30 -0.42 4.64  -1.097
78 Cl 2.60 -0.18 5.79  0.525
79 H 1.43 0.39 3.93  0.024
80 H 1.50 -1.43 4.20  0.011
81 O -3.03 -2.10 0.51  -0.356
82 Cl -3.05 -1.97 -0.94  0.693
83 O -3.46 -3.19 -1.55  -0.319
84 O -3.95 -0.87 -1.30  -0.354
85 O -1.74 -1.71 -1.43  -0.329
86 O 1.07 -0.84 -6.13  0.014
87 C 1.59 -1.54 -5.05  -0.324
88 O 0.58 -1.76 -4.16  0.042
89 C 2.88 -1.71 -4.89  -0.175
90 C 3.89 -1.14 -5.78  -0.024
91 C 5.21 -1.45 -5.60  -0.025
92 C 5.65 -2.32 -4.54  -0.220
93 C 4.66 -2.69 -3.56  -0.044
94 C 3.37 -2.39 -3.71  -0.047
95 N 6.98 -2.70 -4.47  -0.419
96 O 7.38 -3.37 -3.50  -0.064
97 O 7.76 -2.28 -5.37  -0.084
98 H 3.51 -0.56 -6.60  0.090
99 H 6.00 -1.10 -6.22  0.086
100 H 5.10 -3.32 -2.77  0.110
101 H 2.62 -2.68 -2.96  0.107
102 C -7.63 -6.15 4.06  -0.063
103 C -6.42 -5.86 3.19  -0.270
104 C -6.15 -4.56 2.73  -0.034
105 C -5.02 -4.28 1.95  0.004
106 C -4.15 -5.33 1.61  -0.195
107 N -2.98 -5.06 0.76  0.140
108 C -1.68 -4.93 1.27  -0.520
109 O -0.82 -4.35 0.65  0.078
110 N -1.37 -5.63 2.43  0.134
111 C -0.11 -5.50 3.07  -0.235
112 C 0.78 -6.52 3.12  -0.015
113 C 1.99 -6.29 3.75  -0.059
114 C 2.34 -5.02 4.27  -0.110
115 N 1.46 -4.02 4.12  0.075
116 C 0.30 -4.24 3.51  -0.061
117 C -4.41 -6.62 2.11  -0.043
118 C -5.54 -6.87 2.83  -0.073
119 H -8.09 -7.17 4.00  0.087
120 H -8.45 -5.49 3.84  0.058
121 H -7.35 -6.04 5.10  0.068
122 H -6.87 -3.77 2.96  0.115
123 H -4.87 -3.31 1.55  0.090
124 H -3.14 -4.40 -0.02  0.091
125 H -2.14 -5.92 2.98  0.112
126 H 0.49 -7.51 2.75  0.121
127 H 2.75 -7.05 3.85  0.091
128 H 3.27 -4.74 4.71  0.100
129 H -0.31 -3.36 3.47  0.091
130 H -3.70 -7.38 1.83  0.115
131 H -5.73 -7.85 3.17  0.095

***

Question: Number 5 is which compound?
Answer: C49H56Cl3FN5O13P2RbS

***

Question: What is the DFT total energy in the third record?
Answer: -28813.6940 eV